Record 1
# C14H22B3Ca2F18N4O6S2

A structure of composition C14H22B3Ca2F18N4O6S2 (ωB97M-V/def2-TZVPD, the OMol25 dataset).

CARTESIAN COORDINATES (ANGSTROEM)
Ca  7.72342  -11.72034  -9.32285
Ca  11.05482  -9.42574  -6.86260
C  11.25351  -8.27176  -13.97280
C  12.26139  -8.37735  -12.82072
N  13.58178  -8.80165  -13.25440
C  14.53694  -7.97454  -13.80458
C  15.57253  -8.72867  -14.25063
N  15.22255  -10.03337  -13.99040
C  14.04533  -10.05223  -13.35810
C  15.98659  -11.18501  -14.46701
H  11.71656  -7.71115  -14.78598
H  10.33291  -7.77970  -13.67395
H  11.02107  -9.28721  -14.29342
H  11.86818  -9.12420  -12.12857
H  12.28310  -7.43534  -12.27484
H  14.30447  -6.92493  -13.88324
H  16.40818  -8.50318  -14.89062
H  13.45776  -10.92767  -13.12560
H  15.49679  -12.10173  -14.16063
H  17.02959  -11.05390  -14.18708
H  15.97486  -11.10558  -15.55602
C  15.07717  -7.45591  -10.08466
C  15.97594  -8.47258  -9.35891
N  15.81535  -9.79019  -9.96309
C  16.57447  -10.34404  -10.96221
C  16.18893  -11.64471  -11.05260
N  15.17633  -11.86761  -10.14346
C  14.91141  -10.68109  -9.58107
C  14.52018  -13.13616  -9.84427
H  14.03585  -7.61067  -9.79347
H  15.13942  -7.53901  -11.16745
H  15.34555  -6.44357  -9.78424
H  15.74377  -8.52615  -8.29884
H  17.01215  -8.18324  -9.52257
H  17.36320  -9.84530  -11.49698
H  16.68940  -12.41235  -11.61975
H  14.23823  -10.57193  -8.76137
H  15.28435  -13.90344  -9.94841
H  13.74483  -13.35495  -10.57817
H  14.09625  -13.07838  -8.84602
B  7.55020  -9.19058  -6.99486
F  8.87986  -8.83048  -7.38640
F  6.72545  -8.10066  -6.93890
F  7.10494  -10.15565  -7.98388
F  7.61754  -9.85768  -5.79168
B  11.13615  -10.56088  -9.52774
F  10.68101  -9.26466  -9.23132
F  11.80646  -10.99278  -8.40282
F  9.92879  -11.31816  -9.61928
F  11.88988  -10.70554  -10.67544
B  13.68185  -9.80448  -5.85868
F  13.35837  -9.32214  -7.15514
F  13.92415  -8.76623  -4.98158
F  12.54001  -10.54139  -5.48897
F  14.76039  -10.66935  -5.94544
C  8.27387  -13.22063  -4.99763
F  7.06620  -12.78354  -5.29425
F  8.64381  -12.54607  -3.91568
F  8.35535  -14.50801  -4.82634
S  9.45786  -12.77101  -6.42988
O  10.00908  -11.43041  -6.16425
O  10.50164  -13.77790  -6.46605
O  8.56411  -12.77634  -7.59751
C  10.37910  -14.03372  -12.13363
F  10.79550  -12.79408  -12.40993
F  10.69449  -14.73417  -13.22137
F  11.04201  -14.53114  -11.09707
S  8.55165  -14.20629  -11.76660
O  8.44763  -13.54981  -10.44702
O  7.89351  -13.49876  -12.82944
O  8.31700  -15.62481  -11.66672

Results
Highest occupied orbital energy = -11.66 eV
Gap between HOMO and LUMO = 8.275 eV
Net charge = +1
LUMO energy = -3.3902 eV



Record 2
# C14H22BBr8NO14

A structure of composition C14H22BBr8NO14 (ωB97M-V/def2-TZVPD, the OMol25 dataset).

CARTESIAN COORDINATES (ANGSTROEM)
N  -10.82806  -6.45188  26.37645
H  -10.76460  -7.38329  26.76187
H  -10.01860  -6.27206  25.79978
H  -11.01341  -5.71523  27.04210
H  -11.63759  -6.42182  25.77324
O  -11.81514  -4.91770  24.76575
C  -10.81067  -4.29036  24.98570
O  -10.80792  -3.03267  25.27939
B  -9.46323  -2.71547  25.93873
O  -8.69669  -4.00895  25.78466
C  -9.42173  -4.92242  25.19449
O  -9.17224  -6.12820  25.06785
O  -8.71679  -1.58810  25.27142
C  -8.46626  -0.57767  26.13017
O  -7.92164  0.51905  25.93779
C  -9.30451  -0.95930  27.38765
O  -9.67311  -2.26050  27.33793
O  -9.49814  -0.17103  28.25820
O  -12.55180  -7.56996  27.31095
C  -13.49465  -6.63082  27.11377
O  -13.23108  -5.59737  26.56643
O  -14.56389  -6.71319  27.63859
H  -13.14211  -8.19376  27.73991
O  -10.70971  -3.62295  29.31530
C  -11.44290  -4.23404  28.43404
O  -12.61121  -3.81258  28.27178
O  -10.91631  -5.16792  27.76741
H  -9.92467  -4.14012  29.12076
Br  -7.30458  -4.63547  28.26984
C  -7.65231  -6.24471  27.07072
C  -6.78202  -7.36781  27.46193
Br  -6.80426  -8.85087  26.14102
H  -7.26583  -5.91643  26.10586
H  -8.72951  -6.40944  27.09508
H  -7.11824  -7.81881  28.39556
H  -5.72143  -7.13866  27.56563
Br  -9.89978  -11.39430  30.73837
C  -9.43748  -9.83868  29.67331
C  -10.27579  -9.84747  28.32239
Br  -9.87923  -8.16421  27.21976
H  -8.37172  -9.86502  29.44624
H  -9.74674  -8.96044  30.24002
H  -11.32101  -9.89814  28.62743
H  -10.11126  -10.73559  27.71224
Br  -12.09408  -7.53093  25.13405
C  -12.43257  -7.66632  23.12090
C  -11.42607  -6.99405  22.22632
Br  -11.38023  -7.55675  20.34859
H  -13.45902  -7.41520  22.85362
H  -12.37730  -8.74053  22.94453
H  -10.45352  -6.69490  22.61713
H  -11.80725  -5.97332  22.25630
Br  -8.39039  -6.92911  30.00284
C  -10.30968  -6.83357  30.56017
C  -11.29620  -7.58870  29.58355
Br  -13.11796  -7.01278  30.11021
H  -10.60164  -5.81029  30.32402
H  -10.45102  -7.07477  31.61371
H  -11.28655  -8.67732  29.63748
H  -11.33620  -7.36561  28.51738

Results
Highest occupied orbital energy = -2.08 eV
Relative energy (zero: lowest compared OMol25 entry of this formula, charge and spin) = 510.4 kcal/mol
Gap between HOMO and LUMO = 5.638 eV
Net charge = -2
LUMO energy = 3.5606 eV



Record 3
# C14H22BF6NO10PS2

A cluster of 2 separate species, C14H22BF6NO10PS2 in total (ωB97M-V/def2-TZVPD, the OMol25 dataset).

CARTESIAN COORDINATES (ANGSTROEM)
O  -4.29210  -0.15876  5.59420
S  -3.45836  -1.02244  4.78739
O  -2.26340  -1.40331  5.52672
F  -4.21662  -2.39434  4.38127
C  -2.88968  -0.08790  3.32047
C  -1.45270  0.06075  3.11805
C  -0.95404  0.84157  1.96972
C  0.60905  0.99385  1.84144
B  0.99634  2.33186  2.67906
O  -0.00327  3.04530  3.36974
O  2.32461  2.79395  2.71022
N  -1.85545  1.41546  1.09793
C  -3.23757  1.27850  1.23778
C  -3.83606  0.51471  2.34554
S  -5.65493  0.40247  2.42676
O  -6.16311  -0.68487  3.24739
O  -6.12283  0.18675  1.05253
C  -6.31078  2.01946  3.06108
F  -5.68652  2.25913  4.26989
F  -5.86836  2.99712  2.17978
C  -7.88873  2.04325  3.21449
F  -8.28077  1.55895  4.42591
F  -8.29113  3.34966  3.03634
F  -8.53822  1.31073  2.26141
H  -0.75264  -0.39117  3.85789
H  1.06267  0.12487  2.39120
H  0.95110  1.01124  0.77389
H  0.47546  3.57470  4.03855
H  2.90129  2.04978  2.96844
H  -1.49801  1.98086  0.32046
H  -3.88896  1.78650  0.48538
O  3.45099  0.00287  -4.60489
P  3.58220  -0.67557  -3.26077
O  3.14863  -2.20960  -3.71232
C  3.64128  -2.79562  -4.91448
C  4.83401  -3.69229  -4.64129
O  2.14250  -0.17819  -2.62445
C  1.51660  1.01144  -3.09104
C  0.46264  0.67762  -4.12998
O  3.90405  -1.25516  -1.71109
C  5.04634  -2.06910  -1.47716
C  6.33860  -1.39801  -1.88979
H  3.90814  -2.04754  -5.66193
H  2.82951  -3.39492  -5.33273
H  5.68027  -3.10928  -4.26837
H  5.15074  -4.20310  -5.55223
H  4.59176  -4.44521  -3.88767
H  2.25232  1.71846  -3.47778
H  1.03935  1.49034  -2.22864
H  0.86867  0.06491  -4.93452
H  0.03973  1.58844  -4.55958
H  -0.34685  0.09963  -3.67548
H  4.91999  -3.03556  -1.96678
H  5.07564  -2.27052  -0.40351
H  6.32912  -1.12736  -2.95137
H  7.18737  -2.05957  -1.70959
H  6.49014  -0.47572  -1.32349

Results
Highest occupied orbital energy = -12.22 eV
Gap between HOMO and LUMO = 6.279 eV
Net charge = +1
LUMO energy = -5.9455 eV



Record 4
# C14H22ClI2O3P2Ru

A structure of composition C14H22ClI2O3P2Ru (ωB97M-V/def2-TZVPD, the OMol25 dataset).

CARTESIAN COORDINATES (ANGSTROEM)
I  0.42055  -1.83900  -1.98815
I  -1.65681  -0.00822  -2.47586
Ru  0.24538  0.11463  0.20663
P  1.59064  1.22268  -1.30522
C  3.32107  1.07048  -0.75928
C  1.69498  1.11067  -3.12592
H  2.36054  1.90680  -3.49149
H  1.62280  3.58287  -1.80896
H  0.70357  1.23750  -3.57746
H  0.05510  3.04891  -1.10598
H  3.56279  0.01184  -0.58687
H  2.09552  0.13564  -3.42548
C  1.14700  2.95944  -1.04026
H  3.99489  1.48167  -1.52526
H  1.47846  3.26699  -0.03540
H  3.42740  1.63164  0.18046
P  -1.47535  -1.19577  0.91576
C  -1.04938  -1.92889  2.52843
C  -2.82160  -0.04288  1.30175
H  -2.67856  -2.22160  -0.94860
H  -3.12308  -2.94162  0.62765
H  -1.57351  -3.37903  -0.16212
C  -2.28811  -2.56729  0.01701
H  -3.17347  0.41089  0.36802
H  -3.65040  -0.56150  1.80146
H  -1.93004  -2.41794  2.96408
H  -0.68865  -1.14810  3.21070
H  -2.41598  0.73961  1.95664
H  -0.25198  -2.66975  2.38629
C  1.55064  -0.76738  1.14385
O  2.37906  -1.26233  1.80866
Cl  3.03003  0.08717  7.66829
C  2.45858  0.76335  6.20268
C  3.34659  1.43294  5.34648
C  2.87332  1.94500  4.13480
C  1.53607  1.74714  3.76936
C  0.63954  1.12161  4.63830
C  1.09910  0.62528  5.86550
C  1.15413  2.08999  2.34160
O  1.94530  2.82677  1.72594
O  0.05532  1.55568  1.89345
H  4.39408  1.53923  5.62593
H  3.53777  2.45746  3.44434
H  -0.40339  1.00822  4.35072
H  0.42582  0.11126  6.54294

Results
Highest occupied orbital energy (spin up / spin down) = -18.20 / -19.01 eV
Relative energy (zero: lowest compared OMol25 entry of this formula, charge and spin) = 8.6 kcal/mol
2S+1 = 5
Gap between HOMO and LUMO (spin up / spin down) = 7.091 / 5.291 eV
Net charge = +3
LUMO energy (spin up / spin down) = -11.1063 / -13.7151 eV



Record 5
# C14H22F6NaO18S2

A structure of composition C14H22F6NaO18S2 (ωB97M-V/def2-TZVPD, the OMol25 dataset).

CARTESIAN COORDINATES (ANGSTROEM)
Na  0.22331  -0.11194  -0.61357
C  0.66801  3.75884  -3.89111
F  0.14029  3.81465  -5.20026
F  1.79096  4.42217  -3.74452
F  -0.25184  4.11070  -2.89461
S  1.06733  1.89847  -3.55825
O  -0.06215  1.36295  -2.72884
O  1.23530  1.17815  -4.86454
O  2.35788  1.85166  -2.83347
C  3.00532  -3.64496  -2.53236
F  4.18811  -3.73023  -3.12633
F  2.13524  -4.49526  -3.07763
F  3.07621  -3.83240  -1.17013
S  2.26073  -1.93318  -2.81273
O  1.24638  -1.82369  -1.78047
O  3.27163  -0.90074  -2.63061
O  1.69389  -2.00855  -4.19707
C  -3.51047  1.91869  3.38924
C  -4.30417  2.27895  2.09501
O  -3.34404  1.94811  1.07640
C  -2.14416  1.72479  1.54451
O  -1.08780  1.48328  0.97680
O  -2.20116  1.65231  2.95529
H  -3.99107  1.09660  3.91961
H  -3.52100  2.68028  4.16897
H  -4.59466  3.32902  2.06229
H  -5.16813  1.61823  2.02341
C  2.58121  -2.51965  1.66111
O  1.54851  -2.79562  2.63261
C  0.40583  -2.14356  2.58245
O  0.00365  -1.54493  1.60748
O  -0.16908  -2.28789  3.84273
C  -1.16074  -1.32483  4.19775
H  2.85110  -1.48239  1.46267
H  2.31727  -2.86883  0.66286
H  3.48070  -2.99339  2.05428
H  -1.95733  -1.11233  3.48474
H  -0.64904  -0.37043  4.32177
H  -1.66748  -1.61177  5.11915
C  1.37278  2.31534  3.18093
O  2.67838  2.22946  2.59348
C  2.77594  1.57698  1.46873
O  1.83948  0.97638  0.89951
O  4.03300  1.60133  1.03567
C  4.38282  0.91694  -0.12245
H  1.09205  1.28786  3.41236
H  0.62152  2.81097  2.56607
H  1.36138  2.84341  4.13440
H  3.91806  1.21207  -1.06319
H  4.05850  -0.10972  0.04762
H  5.46173  0.88606  -0.27437
C  -1.28269  -1.95821  -3.56250
O  -2.58329  -1.70565  -3.09911
C  -2.83518  -1.17209  -1.88212
O  -1.96970  -0.80011  -1.12079
O  -4.14536  -1.14740  -1.71362
C  -4.80103  -0.64088  -0.59523
H  -0.70463  -1.05709  -3.76723
H  -1.25910  -2.46960  -4.52480
H  -0.75825  -2.63196  -2.88491
H  -4.24783  -0.96687  0.28556
H  -5.81941  -1.02465  -0.53407
H  -4.95372  0.43614  -0.66460

Results
Highest occupied orbital energy (spin up / spin down) = -9.32 / -9.26 eV
2S+1 = 2
Gap between HOMO and LUMO (spin up / spin down) = 9.139 / 3.701 eV
LUMO energy (spin up / spin down) = -0.1761 / -5.5595 eV



Per-record E, eV: -142633.358; -606029.980; -84772.215; -70870.777; -94118.568
Per-record strongest force on any atom, eV Å⁻¹: 2.7; 19.4; 8.4; 4.7; 7.1